# 1
18
Properties=species:S:1:pos:R:3:forces:R:3:lowdin_charge:R:1 method="wB97M-V/def2-TZVPD" lumo_ev="0.25 / 0.18" relative_energy_kcal_mol=75.5 e_homo_ev="-7.2 / -7.1"
C -1.7376 1.5450 -0.5702 0.0 0.0 0.0 -0.046
C -1.0176 -1.6189 0.5137 -0.4 -0.2 0.1 0.004
N 0.1015 -0.9110 0.5979 0.5 0.1 -0.6 -0.215
C 0.5463 -0.2081 1.6563 0.1 0.0 0.4 -0.030
C 0.8816 -0.8266 -0.6640 -0.1 -0.2 -0.1 -0.408
O 0.5540 -1.4994 -1.5994 0.1 0.2 0.4 0.115
C 2.0413 0.1311 -0.7010 0.0 0.0 0.0 -0.007
H -2.7972 1.3689 -0.3699 0.2 0.0 0.0 0.023
H -1.4140 0.8719 -1.3697 -0.1 0.1 0.1 0.017
H -1.5928 2.5820 -0.8832 0.0 -0.1 0.0 0.020
H -1.3095 -2.0136 -0.4445 0.1 0.1 0.1 0.069
H -1.6169 -1.7263 1.4066 0.1 0.0 -0.1 0.076
H -0.0394 -0.2595 2.5637 0.1 0.0 -0.1 0.066
H 1.5651 0.1375 1.6767 -0.2 0.0 0.0 0.044
H -1.1552 1.3516 0.3365 -0.1 0.1 -0.2 -0.002
H 2.4267 0.1315 -1.7205 -0.1 0.0 0.1 0.091
H 2.8333 -0.1932 -0.0193 -0.1 0.0 -0.1 0.091
H 1.7304 1.1371 -0.4097 0.0 -0.1 0.0 0.090

# 2
18
Properties=species:S:1:pos:R:3:forces:R:3:lowdin_charge:R:1 method="wB97M-V/def2-TZVPD" lumo_ev=0.48 relative_energy_kcal_mol=76.4 e_homo_ev=-7.7
C 0.1912 0.4264 -0.6534 -0.2 -0.3 -0.2 -0.351
C -0.5706 -0.3998 0.3811 0.3 -0.4 -0.2 -0.356
C -0.5250 1.6169 -1.2472 0.0 0.0 0.0 -0.077
C -0.1835 -0.3427 1.8528 -0.1 0.0 -0.1 -0.060
N -0.3546 -1.7822 -0.2563 -0.2 -0.2 0.6 0.062
C 1.6202 0.5139 -0.5201 0.3 -0.1 -0.4 -0.335
O 2.3690 1.2891 -1.1063 -0.3 -0.2 0.3 -0.019
H 0.0622 -1.0182 -1.2016 0.1 1.0 -0.1 0.207
H -1.6373 -0.1983 0.2697 0.1 0.0 0.0 0.137
H -1.1494 -2.4206 -0.2131 0.1 0.1 -0.1 0.116
H 0.4608 -2.2529 0.1329 -0.1 0.1 0.1 0.114
H 2.0798 -0.3026 0.0948 0.0 0.1 0.1 0.110
H 0.0884 2.0528 -2.0348 0.0 0.0 0.0 0.073
H -0.6994 2.4078 -0.5064 0.0 0.0 0.0 0.080
H -1.4964 1.3440 -1.6702 0.1 0.0 0.0 0.069
H -0.8095 -0.9965 2.4654 0.0 0.0 0.0 0.074
H 0.8612 -0.6174 2.0037 0.0 0.0 0.0 0.070
H -0.3070 0.6801 2.2093 0.0 0.0 0.0 0.088

# 3
18
Properties=species:S:1:pos:R:3:forces:R:3:lowdin_charge:R:1 method="wB97M-V/def2-TZVPD" lumo_ev="-1.36 / -1.36" relative_energy_kcal_mol=118.4 e_homo_ev="-8.9 / -8.9"
C -0.8813 0.7197 -1.6851 -0.1 0.1 0.0 -0.097
C 0.3512 -0.1382 -1.4082 -0.1 -0.1 0.1 -0.278
C 1.0784 0.1581 -0.1465 0.1 0.0 -0.3 0.065
N -0.5548 1.2673 1.6805 0.1 -0.2 0.0 0.125
C 0.3164 0.3188 1.8741 0.0 0.1 0.1 -0.726
O 1.3142 0.1917 2.5624 -0.3 0.1 -0.2 0.001
C -0.1918 -1.2175 1.2285 -0.1 -0.2 -0.1 -0.004
H -1.1987 0.6074 -2.7254 0.0 0.0 0.1 0.077
H -1.7243 0.4254 -1.0517 0.1 0.0 -0.1 0.067
H -0.6762 1.7789 -1.5016 0.0 -0.1 0.0 0.086
H 0.1306 -1.2069 -1.5006 0.0 0.1 0.0 0.112
H 1.1166 0.0757 -2.1765 0.0 0.0 0.1 0.136
H 1.8794 -0.5056 0.1590 -0.2 0.1 0.0 0.103
H 1.2945 1.2048 0.0369 -0.1 -0.1 0.0 0.104
H -1.2495 0.9822 0.9984 0.1 0.0 0.1 0.016
H 0.6075 -1.9245 1.0118 -0.1 0.1 0.0 0.073
H -0.9707 -1.2187 0.4651 0.1 0.0 0.1 0.056
H -0.6416 -1.5184 2.1788 0.1 0.1 -0.1 0.085